(1)
C3H2CdLiO3 as an isolated structure in a non-equilibrium geometry, computed with ωB97M-V/def2-TZVPD.

Geometry (Å):
O: -1.46 0.20 -1.36
O: 0.74 0.65 0.61
C: 0.63 -0.18 1.65
C: 0.56 0.26 -0.73
O: 0.02 -1.24 1.54
C: -0.24 -0.24 -1.71
Cd: 1.30 0.73 3.43
H: 0.10 -0.18 -2.75
H: -0.24 1.41 -0.98
Li: -1.42 -1.41 0.31

DFT total energy (Ha): -515.98724
HOMO (alpha / beta) (eV): -13.1462 / -11.4033
Charge: +1
Frontier orbital gap (alpha / beta) (eV): 7.435 / 5.700
Energy above the lowest of the compared OMol25 structures with the same formula, charge and spin (kJ/mol): 428.4

Results of the Löwdin charge analysis, in e, for atoms 1 through 8: O -0.1564; O -0.1112; C -0.6211; C -0.0229; O -0.1322; C -0.1834; Cd 0.9575; H 0.1618

***

(2)
C3H2CeCl2NdO4 as an isolated structure in a non-equilibrium geometry, computed with ωB97M-V/def2-TZVPD.

Geometry (Å):
Ce: -1.86 -1.30 -4.57
Nd: 0.79 0.11 -0.56
Cl: -3.63 -1.25 -2.73
Cl: -1.17 1.61 -0.52
C: 1.71 2.05 0.39
C: 0.00 -2.04 -3.52
C: -0.47 0.21 -3.63
O: 2.02 3.10 0.78
O: 0.88 -2.16 -2.74
O: 0.42 0.77 -2.97
O: -0.48 -1.05 1.24
H: -0.17 -1.87 1.69
H: -1.35 -0.85 1.62

Multiplicity: 5
DFT total energy (Ha): -2371.55798
HOMO (alpha / beta) (eV): -25.3797 / -25.4534
Charge: +4
Frontier orbital gap (alpha / beta) (eV): 5.918 / 5.832

Results of the Löwdin charge analysis, in e, for atoms 1 through 8: Ce 1.4218; Nd 1.6620; Cl 0.3153; Cl 0.1681; C -0.0863; C -0.0308; C -0.0059; O 0.2598

***

(3)
A single C3H2Cl2N2O molecule in a non-equilibrium geometry, computed with ωB97M-V/def2-TZVPD.

Geometry (Å):
O: 2.19 0.41 1.07
C: 1.14 0.43 0.53
N: 0.08 1.74 0.49
N: -0.96 1.44 0.01
C: -1.09 0.08 -0.29
C: 0.32 -0.54 -0.20
Cl: 0.50 -2.00 0.89
Cl: 1.02 -0.98 -1.76
H: -1.60 -0.09 -1.18
H: -1.59 -0.49 0.44

DFT total energy (Ha): -1220.56997
Structure (SMILES): O=C1N=NCC1(Cl)Cl
HOMO (eV): -9.3071
Frontier orbital gap (eV): 8.537
Energy above the lowest of the compared OMol25 structures with the same formula, charge and spin (kJ/mol): 201.0

Results of the Löwdin charge analysis, in e, for atoms 1 through 8: O 0.1424; C -0.4498; N 0.1164; N -0.0096; C -0.2426; C -1.0831; Cl 0.6459; Cl 0.6818

***

(4)
C3H2Cl2O2 as an isolated structure in a non-equilibrium geometry, computed with ωB97M-V/def2-TZVPD.

Geometry (Å):
C: 0.76 -1.11 0.30
C: 0.07 -1.76 -0.65
C: -2.37 -0.23 -0.40
O: 1.27 -0.41 1.06
O: -1.80 0.31 -1.28
Cl: -3.40 -1.64 -0.72
Cl: -2.48 0.05 1.25
H: -0.29 -1.04 -1.39
H: -0.19 -2.78 -0.64

DFT total energy (Ha): -1186.33229
HOMO (eV): -9.3243
Frontier orbital gap (eV): 9.555
Energy above the lowest of the compared OMol25 structures with the same formula, charge and spin (kJ/mol): 153.9

Results of the Löwdin charge analysis, in e, for atoms 1 through 8: C -0.2598; C -0.0154; C -1.3266; O 0.1683; O -0.0089; Cl 0.6006; Cl 0.7409; H 0.0516

***

(5)
A 2-piece molecular cluster, C3H2Cl2O2 overall in a non-equilibrium geometry, computed with ωB97M-V/def2-TZVPD.

Geometry (Å):
C: -0.73 0.85 -0.52
C: 0.01 0.39 -1.51
Cl: -0.09 -1.11 -2.31
Cl: 0.97 1.48 -2.42
H: -1.14 0.12 0.15
H: -0.73 1.89 -0.05
O: 1.16 -0.36 2.74
C: 0.58 -1.17 2.16
O: -0.02 -2.07 1.78

DFT total energy (Ha): -1186.37355
Structure (SMILES): C=C(Cl)Cl.O=C=O
HOMO (eV): -9.9115
Frontier orbital gap (eV): 10.345
Energy above the lowest of the compared OMol25 structures with the same formula, charge and spin (kJ/mol): 45.5

Results of the Löwdin charge analysis, in e, for atoms 1 through 8: C -0.1049; C -1.2668; Cl 0.6393; Cl 0.6106; H 0.0422; H 0.0977; O 0.2186; C -0.4482

***

(6)
A single C3H2ClF3 molecule in a non-equilibrium geometry, computed with ωB97M-V/def2-TZVPD.

Geometry (Å):
F: -1.58 0.70 1.86
C: -1.13 0.84 0.57
C: -0.26 0.25 -0.27
Cl: 0.19 0.80 -1.84
C: 0.72 -0.89 -0.08
F: -0.13 -1.97 0.65
F: 1.85 -0.39 0.91
H: -1.88 1.51 0.19
H: 1.39 -1.33 -1.07

DFT total energy (Ha): -875.17759
Structure (SMILES): F/C=C(/Cl)C(F)F
HOMO (eV): -10.4672
Frontier orbital gap (eV): 10.506
Energy above the lowest of the compared OMol25 structures with the same formula, charge and spin (kJ/mol): 241.3

Results of the Löwdin charge analysis, in e, for atoms 1 through 8: F 0.0361; C -0.0958; C -0.6142; Cl 0.7244; C -0.1495; F -0.0943; F -0.1198; H 0.1175